[1]
Molecular formula: C2H6N4O6
Method: DFT, ωB97M-V with the def2-TZVPD basis set

Summary:
Energy relative to the best compared isomer or geometry (same formula, charge and spin)   0.0 kcal/mol
Kohn-Sham gap (alpha / beta)   9.2 / 9.2 eV
Charge   0
HOMO energy (alpha / beta)   -8.97 / -8.97 eV

```
18
C2H6N4O6 ωB97M-V with the def2-TZVPD basis set
C 2.08 -0.77 -0.51
C 1.19 0.07 0.34
N 2.82 -1.63 0.12
N -2.99 0.99 0.23
N 0.46 1.05 -0.15
N -2.71 -0.31 -0.16
O 0.42 1.25 -1.52
O -3.63 -0.90 -0.70
O -0.36 1.71 0.52
O -1.60 -0.76 -0.01
O 2.31 -0.42 -1.66
O 0.99 -0.12 1.66
H 3.66 -2.09 -0.24
H 2.62 -1.87 1.12
H -3.95 1.25 0.24
H -2.48 1.46 0.96
H 0.99 0.66 -1.95
H 0.17 0.42 1.70
```



[2]
Molecular formula: C2H6N4OS
Method: DFT, ωB97M-V with the def2-TZVPD basis set

Summary:
Energy relative to the best compared isomer or geometry (same formula, charge and spin)   64.7 kcal/mol
Kohn-Sham gap   8.9 eV
Charge   0
Structure (SMILES)   N/N=C(\NS)NC=O
HOMO energy   -8.24 eV

```
14
C2H6N4OS ωB97M-V with the def2-TZVPD basis set
C 0.01 -0.44 -0.07
C -2.45 -0.05 -0.31
H 2.64 -1.82 0.48
H 2.42 -0.11 0.72
H -0.52 1.03 1.13
H 1.88 2.55 0.45
H -1.21 -1.62 -1.15
H -3.35 -0.35 -1.00
N 2.28 -0.92 0.05
N 0.98 -1.27 -0.24
N 0.25 0.82 0.52
N -1.23 -0.78 -0.52
O -2.56 0.87 0.46
S 0.87 2.07 -0.52
```



[3]
Molecular formula: C2H6N4OS
Method: DFT, ωB97M-V with the def2-TZVPD basis set

Summary:
Energy relative to the best compared isomer or geometry (same formula, charge and spin)   81.3 kcal/mol
Kohn-Sham gap   9.0 eV
Charge   0
Structure (SMILES)   [H]/N=C\N(N)C(=S)NO
HOMO energy   -8.90 eV

```
14
C2H6N4OS ωB97M-V with the def2-TZVPD basis set
C -0.04 1.44 -1.24
C -0.13 -0.67 0.00
H 0.59 1.28 1.71
H 1.91 0.69 0.97
H -0.73 0.95 -1.94
H 0.99 2.86 -0.68
H -0.39 -2.19 1.26
H 0.35 -0.68 3.01
N 1.09 1.25 0.83
N 0.26 0.63 -0.09
N 0.37 2.59 -1.45
N 0.07 -1.28 1.24
O -0.36 -0.53 2.37
S -0.71 -1.60 -1.23
```



[4]
Molecular formula: C2H6N4OS
Method: DFT, ωB97M-V with the def2-TZVPD basis set

Summary:
Energy relative to the best compared isomer or geometry (same formula, charge and spin)   21.8 kcal/mol
Kohn-Sham gap (alpha / beta)   8.0 / 7.1 eV
Charge   +2
Structure (SMILES)   CN=[N+]=N[N+](=O)SC
HOMO energy (alpha / beta)   -20.10 / -19.15 eV

```
14
C2H6N4OS ωB97M-V with the def2-TZVPD basis set
C 1.07 -2.92 1.62
C -0.97 2.96 -1.99
N 0.30 -1.29 -0.07
N 0.00 -0.66 -1.04
N 0.38 -2.15 0.69
N -0.32 0.60 -1.12
O -0.05 1.58 0.08
S -0.76 1.29 -2.47
H 1.87 -2.37 2.02
H 0.33 -3.11 2.33
H 1.32 -3.75 1.05
H -1.73 3.13 -2.70
H -0.15 3.67 -1.92
H -1.31 3.26 -1.00
```



[5]
Molecular formula: C2H6N4S
Method: DFT, ωB97M-V with the def2-TZVPD basis set

Summary:
Energy relative to the best compared isomer or geometry (same formula, charge and spin)   118.1 kcal/mol
Kohn-Sham gap   7.6 eV
Charge   0
Structure (SMILES)   [H]/N=N/N=S.[H]/N=C/C
HOMO energy   -8.04 eV

```
13
C2H6N4S ωB97M-V with the def2-TZVPD basis set
C -0.98 0.61 0.48
C -1.22 0.82 -1.00
N 1.50 -1.32 0.25
N 0.38 -1.85 0.07
N 0.06 0.82 1.18
N 2.06 -0.29 0.18
S 3.08 0.82 -0.13
H -1.77 0.07 1.04
H -0.40 1.46 -1.38
H -2.17 1.22 -1.27
H -0.93 -0.18 -1.54
H 0.55 -2.84 -0.03
H -0.18 0.65 2.15
```



[6]
Molecular formula: C2H6N4S2
Method: DFT, ωB97M-V with the def2-TZVPD basis set

Summary:
Energy relative to the best compared isomer or geometry (same formula, charge and spin)   155.1 kcal/mol
Kohn-Sham gap (alpha / beta)   7.1 / 7.1 eV
Charge   0
HOMO energy (alpha / beta)   -7.74 / -7.74 eV

```
14
C2H6N4S2 ωB97M-V with the def2-TZVPD basis set
C -1.28 -0.79 0.16
C -0.14 -1.24 0.84
N 0.99 -0.19 0.82
N -0.40 0.95 -0.60
N 0.89 0.67 -0.21
N 1.57 0.12 -1.32
S -2.83 -0.96 -0.21
S -1.10 2.22 0.25
H -0.28 -1.39 1.89
H 0.40 -2.05 0.46
H 1.23 0.18 1.75
H 0.94 0.05 -2.07
H 2.27 0.70 -1.79
H -2.26 1.74 0.03
```



[7]
Molecular formula: C2H6N5S
Method: DFT, ωB97M-V with the def2-TZVPD basis set

Summary:
Energy relative to the best compared isomer or geometry (same formula, charge and spin)   51.7 kcal/mol
Kohn-Sham gap (alpha / beta)   7.5 / 7.5 eV
Charge   +1
HOMO energy (alpha / beta)   -12.22 / -12.22 eV

```
14
C2H6N5S ωB97M-V with the def2-TZVPD basis set
C 0.39 -1.33 0.30
C -0.24 1.02 0.07
N 2.24 -0.72 -0.60
N -0.49 -0.33 0.07
N 0.95 1.52 0.22
N -0.02 -2.55 0.13
N -1.32 1.80 -0.11
S 2.69 0.48 0.07
H -1.45 -0.58 -0.20
H 1.04 2.53 0.19
H 0.64 -3.30 0.30
H -0.95 -2.81 -0.20
H -2.25 1.44 -0.14
H -1.23 2.81 -0.10
```



[8]
Molecular formula: C2H6N6
Method: DFT, ωB97M-V with the def2-TZVPD basis set

Summary:
Energy relative to the best compared isomer or geometry (same formula, charge and spin)   47.3 kcal/mol
Kohn-Sham gap   9.6 eV
Charge   0
Structure (SMILES)   [H]/N=c1\c(N)n[nH]n1N
HOMO energy   -8.75 eV

```
14
C2H6N6 ωB97M-V with the def2-TZVPD basis set
C 1.01 -0.43 0.08
C -0.15 0.48 -0.14
H 2.96 -0.45 0.38
H 2.62 0.78 -0.52
H -0.92 -2.38 -0.77
H -2.87 0.60 -0.47
H -2.00 0.95 0.88
H 0.75 1.96 0.29
N 2.31 0.24 0.26
N 0.74 -1.64 -0.04
N -0.70 -1.69 0.05
N -1.18 -0.31 -0.13
N -2.43 0.10 0.36
N -0.13 1.79 -0.23
```



[9]
Molecular formula: C2H6N6
Method: DFT, ωB97M-V with the def2-TZVPD basis set

Summary:
Energy relative to the best compared isomer or geometry (same formula, charge and spin)   33.6 kcal/mol
Kohn-Sham gap   9.5 eV
Charge   0
Structure (SMILES)   [H]/N=c1\[nH][nH]/c(=N/[H])n1N
HOMO energy   -8.71 eV

```
14
C2H6N6 ωB97M-V with the def2-TZVPD basis set
N 0.04 1.40 1.70
N -0.31 -1.14 -2.13
C 0.34 0.51 0.82
C 0.19 -0.68 -1.01
N -2.00 0.10 0.13
N 1.65 0.24 0.43
N 1.57 -0.63 -0.79
N -0.57 -0.04 0.00
H 0.76 1.91 2.15
H -1.31 -1.13 -2.15
H -2.60 -0.77 0.25
H -2.20 0.68 0.95
H 2.40 1.00 0.61
H 2.05 -1.44 -0.97
```



[10]
Molecular formula: C2H6NO
Method: DFT, ωB97M-V with the def2-TZVPD basis set

Summary:
Energy relative to the best compared isomer or geometry (same formula, charge and spin)   150.9 kcal/mol
Kohn-Sham gap (alpha / beta)   5.4 / 8.9 eV
Charge   +1
HOMO energy (alpha / beta)   -13.81 / -15.49 eV

```
10
C2H6NO ωB97M-V with the def2-TZVPD basis set
C 0.12 1.72 1.56
C -0.19 -1.71 -1.10
N 0.56 -1.53 0.02
O 0.62 -0.57 0.73
H 1.14 1.75 1.14
H -0.25 2.02 2.50
H -0.69 1.59 0.82
H -0.91 -2.51 -0.88
H 0.52 -2.02 -1.82
H -0.91 -0.89 -1.45
```